Entry 1:
Here is a single C4H6N2 molecule from OMol25. Energies are from the ωB97M-V functional and the def2-TZVPD basis.

Values from the calculation:
total energy	-265.4696	a.u.
charge	0
energy relative to the best compared isomer or geometry (same formula, charge and spin)	1.794	eV
SMILES	Cn1ccnc1
frontier orbital gap	0.343	Ha

Each line ends with the Mulliken charge.
CARTESIAN COORDINATES (ANGSTROEM)
C  0.388  1.533  0.344  -0.814
N  0.193  0.194  -0.150  0.096
C  -1.009  -0.325  -0.491  -0.368
C  -0.876  -1.681  -0.512  -0.291
N  0.455  -2.023  -0.268  -0.565
C  1.046  -0.879  -0.066  0.032
H  0.041  2.239  -0.410  0.297
H  -0.167  1.703  1.278  0.315
H  1.449  1.681  0.537  0.295
H  -1.929  0.228  -0.606  0.404
H  -1.679  -1.943  0.161  0.250
H  2.089  -0.729  0.183  0.350

***

Entry 2:
Here is a single C2H10N4O molecule from OMol25. Energies are from the ωB97M-V functional and the def2-TZVPD basis.

Values from the calculation:
total energy	-376.2901	a.u.
charge	0
energy relative to the best compared isomer or geometry (same formula, charge and spin)	5.752	eV
frontier orbital gap	0.312	Ha

Each line ends with the Mulliken charge.
CARTESIAN COORDINATES (ANGSTROEM)
C  -1.832  0.854  -0.687  -0.942
N  -0.727  -0.058  -0.445  -0.043
O  -0.510  -0.800  -1.653  -0.491
H  0.266  -1.360  -1.413  0.458
H  -0.510  -0.782  0.528  0.481
H  -1.997  1.440  0.217  0.357
H  -1.598  1.520  -1.523  0.288
H  -2.737  0.292  -0.925  0.289
N  1.413  -1.861  0.218  -0.456
N  0.735  1.524  1.137  -0.474
C  0.854  0.382  0.351  -0.032
N  0.875  -0.803  1.085  -0.770
H  2.430  -1.836  0.279  0.232
H  1.151  -2.732  0.670  0.186
H  0.274  1.355  2.020  0.283
H  0.413  2.356  0.664  0.243
H  1.499  0.509  -0.522  0.390

***

Entry 3:
Here is a molecular structure, C41H42ClN4O4PPd from OMol25. Energies are from the ωB97M-V functional and the def2-TZVPD basis.

Values from the calculation:
total energy	-3036.9938	a.u.
charge	-2
energy relative to the best compared isomer or geometry (same formula, charge and spin)	2.167	eV
frontier orbital gap	0.117	Ha

Each line ends with the Mulliken charge.
CARTESIAN COORDINATES (ANGSTROEM)
Pd  0.767  0.162  1.291  -0.370
Cl  1.844  2.730  2.019  0.057
C  0.710  3.911  1.465  0.259
C  0.942  5.248  1.743  -0.536
C  0.024  6.212  1.348  -0.456
C  -1.151  5.812  0.721  -0.881
C  -1.382  4.477  0.460  -0.702
C  -0.450  3.480  0.796  0.061
P  -0.676  1.718  0.355  1.985
C  -2.489  1.591  0.577  0.187
C  -3.030  1.936  1.816  -0.598
C  -4.365  1.707  2.093  -0.737
C  -5.179  1.094  1.147  -0.529
C  -4.641  0.703  -0.068  -0.280
C  -3.307  0.954  -0.355  -0.504
C  -0.567  1.712  -1.487  0.537
C  -0.954  2.744  -2.347  0.070
C  -0.727  2.649  -3.711  -0.643
C  -0.121  1.522  -4.252  -0.686
C  0.282  0.495  -3.406  -0.923
C  0.083  0.603  -2.038  -0.285
H  1.841  5.528  2.275  0.416
H  0.223  7.259  1.541  0.346
H  -1.888  6.557  0.441  0.370
H  -2.319  4.169  0.012  0.383
H  -2.382  2.361  2.574  0.391
H  -4.769  1.977  3.061  0.325
H  -6.221  0.899  1.373  0.332
H  -5.256  0.185  -0.797  0.262
H  -2.888  0.639  -1.303  0.214
H  -1.439  3.626  -1.949  0.258
H  -1.036  3.455  -4.368  0.372
H  0.041  1.451  -5.321  0.348
H  0.757  -0.390  -3.813  0.480
H  0.404  -0.181  -1.358  0.133
O  -3.248  -1.061  3.670  -0.808
C  -2.830  -1.453  2.589  -0.382
N  -3.571  -2.367  1.811  -0.007
C  -2.789  -2.844  0.701  3.257
C  -1.573  -1.824  0.821  -0.437
O  -0.695  -1.781  -0.045  -0.681
N  -1.676  -1.120  1.941  0.081
C  -3.559  -2.750  -0.606  -0.894
C  -3.019  -2.220  -1.774  0.180
C  -3.754  -2.212  -2.952  -0.889
C  -5.032  -2.750  -2.992  -0.499
C  -5.577  -3.287  -1.833  -0.852
C  -4.848  -3.282  -0.655  -0.392
C  -2.243  -4.243  0.919  -0.423
C  -2.021  -5.135  -0.130  -0.078
C  -1.554  -6.416  0.115  -0.938
C  -1.285  -6.834  1.410  -0.448
C  -1.460  -5.938  2.457  -0.873
C  -1.930  -4.659  2.216  -0.335
H  -4.251  -2.953  2.266  0.357
H  -2.014  -1.818  -1.752  0.633
H  -3.325  -1.778  -3.848  0.448
H  -5.597  -2.762  -3.917  0.353
H  -6.572  -3.717  -1.850  0.354
H  -5.276  -3.716  0.240  0.335
H  -2.220  -4.822  -1.147  0.457
H  -1.395  -7.099  -0.712  0.380
H  -0.923  -7.837  1.601  0.379
H  -1.222  -6.234  3.472  0.385
H  -2.042  -3.963  3.037  0.380
C  5.842  1.719  2.062  -0.549
C  5.968  0.623  1.001  -1.079
N  5.500  1.014  -0.318  0.252
C  6.475  1.509  -1.262  -0.787
C  6.871  2.978  -1.065  -1.076
C  4.131  1.011  -0.579  0.790
C  3.681  1.509  -1.928  -0.940
N  3.235  0.618  0.233  0.387
H  6.138  1.327  3.036  0.373
H  4.809  2.061  2.125  -0.041
H  6.479  2.574  1.830  0.300
H  5.401  -0.250  1.333  0.432
H  7.012  0.312  0.902  0.384
H  6.084  1.383  -2.270  0.395
H  7.376  0.890  -1.183  0.363
H  5.983  3.611  -1.055  0.243
H  7.526  3.300  -1.878  0.412
H  7.399  3.114  -0.122  0.274
H  4.000  2.539  -2.103  0.258
H  2.599  1.471  -1.934  -0.343
H  4.051  0.879  -2.741  0.328
H  3.563  0.313  1.144  -0.426
C  2.408  -2.599  0.597  -0.021
O  2.768  -2.159  1.887  -0.070
C  2.046  -1.036  2.424  -0.249
O  2.532  -0.684  3.492  -0.492
H  1.979  -3.607  0.650  0.295
H  3.303  -2.622  -0.038  0.236
H  1.666  -1.920  0.169  -0.350

***

Entry 4:
Here is 2 unconnected molecules or ions with the total composition C2H6N3O from OMol25. Energies are from the ωB97M-V functional and the def2-TZVPD basis.

Values from the calculation:
total energy	-318.9260	a.u.
charge	+1
energy relative to the best compared isomer or geometry (same formula, charge and spin)	4.799	eV
frontier orbital gap	0.375	Ha

Each line ends with the Mulliken charge.
CARTESIAN COORDINATES (ANGSTROEM)
C  1.801  1.788  0.599  -1.104
C  0.779  0.957  -0.035  0.339
N  -2.904  -2.703  -0.476  -0.698
N  -1.372  -1.059  -0.484  -0.399
N  -2.025  -1.967  -0.558  0.838
O  0.930  -0.274  -0.014  -0.314
H  2.693  1.370  0.947  0.377
H  1.466  2.029  1.564  0.359
H  1.858  2.780  0.079  0.327
H  -0.306  1.332  -0.318  0.340
H  -2.899  -3.627  -0.898  0.332
H  -0.021  -0.626  -0.407  0.603

***

Short version: max |F| = 2.61, 1.25, 1.93, 4.52 eV Å⁻¹, in the order given.